Computed, not measured: C3H8N2O as an isolated structure at a distorted geometry, with the ωB97M-V functional and the def2-TZVPD basis.

```
14
Properties=species:S:1:pos:R:3:forces:R:3:lowdin_charge:R:1
C -1.1537 -0.9119 -0.6438 0.0 0.1 0.2 -0.02
C -0.7223 0.2765 0.1745 1.4 -0.3 -0.6 -0.60
N -0.8032 0.1231 1.5395 0.1 0.0 0.0 0.14
O -1.0608 1.4840 -0.2778 0.8 1.1 -0.3 -0.06
H -0.4632 0.9080 2.0761 -0.1 0.0 -0.1 0.10
H -0.5630 -0.7786 1.9207 0.0 0.0 -0.1 0.10
H -0.6799 -1.8309 -0.2994 0.0 0.0 0.0 0.08
H -2.2379 -1.0165 -0.5519 0.0 0.0 0.0 0.09
H -0.9082 -0.7333 -1.6867 0.0 0.0 0.0 0.08
C 2.1736 0.1668 -0.4261 0.0 -0.5 0.2 -0.13
N 1.0490 0.7083 -0.4146 -0.5 -0.1 0.5 -0.01
H -0.0471 1.7704 -0.5597 -1.7 -0.3 0.3 0.12
H 3.0827 0.7269 -0.6794 -0.1 0.0 -0.1 0.06
H 2.3340 -0.8928 -0.1713 0.0 0.0 0.1 0.06
```
Positions in Å, forces in eV/Å.

Output
frontier orbital gap = 9.37 eV
charge = 0